The following is a DFT calculation (ωB97M-V/def2-TZVPD) of a molecular structure, C30H43Cl4GeIN4O2RhSSi3.

Summary:
multiplicity	2
DFT total energy	-7131.20246	hartree
<S²>	0.75

Each line ends with the Mulliken spin population.
Geometry (Å):
C -0.43324 1.47741 2.62580  0.005
H -2.78923 2.51464 -4.51553  -0.003
H 6.22408 -1.08403 4.24938  0.000
C 0.07207 -2.02627 -4.51615  0.005
I -0.14484 -3.75251 1.12713  -0.002
C -4.69061 2.10778 -2.14670  0.070
H -1.79608 1.04509 -4.64029  -0.004
Cl 3.99741 -2.43601 -5.22192  0.000
C -0.96987 3.86292 3.90761  0.000
H 0.73204 0.21246 5.30526  0.000
C -0.15020 1.65634 3.97834  -0.001
C -1.25521 3.70181 2.53922  0.002
Rh -0.68398 -1.08628 0.53433  0.026
H -2.03690 3.62739 -0.77527  0.004
H -2.15033 3.82802 -2.52194  -0.001
C 2.46590 -1.05777 -3.46294  0.016
H -3.42361 -3.52919 0.90328  0.000
Ge -0.75065 0.34371 -1.33167  0.018
C 5.01284 -2.04182 2.75271  0.000
C -0.41022 2.84558 4.65300  0.000
C 6.62541 -3.18174 4.14255  0.000
H -0.14228 2.36011 -4.36420  -0.001
C -0.99251 2.51681 1.88672  -0.009
H 1.59282 4.00730 -0.79150  0.000
C 5.35797 -4.39955 2.52271  0.000
O 1.13790 0.16681 -1.88263  0.027
C -2.77035 -1.32839 3.03208  -0.001
N 0.41225 0.45411 4.38440  0.000
H 6.82063 -5.29686 3.81217  0.000
C -3.75931 -2.58782 0.46178  -0.003
C 5.97830 -2.02161 3.76095  0.000
N 3.08505 0.90685 1.76402  0.000
H -1.07483 4.86635 -1.58989  -0.002
Cl 3.91955 -0.36838 -2.83188  0.000
H -3.79036 -1.51454 3.38546  0.000
H 5.10755 -5.32862 2.02644  0.000
N -0.04061 0.19770 2.22897  0.005
C -2.79062 1.42640 -4.42152  0.087
H 3.95871 -3.27076 1.34481  0.000
H -4.82555 -2.47037 0.68629  0.000
Cl -1.44038 -2.57967 -5.14144  0.001
Cl 1.30444 -3.57134 -6.36668  0.000
H -5.39117 1.64620 -1.45076  0.001
C 1.26802 2.97153 -0.64995  0.045
H -2.40784 -0.42045 3.52211  0.000
S 2.58322 -1.35638 0.54302  0.000
H 1.44036 1.94055 -3.69767  0.000
C 2.48490 -1.95561 -4.54154  0.000
H 0.45071 -2.62947 -1.25919  -0.001
C 0.59708 2.62485 -3.60928  0.006
H 0.84490 -1.36114 3.33857  0.001
H -1.68978 4.52666 1.98947  0.000
H -3.64918 -2.66715 -0.61907  0.000
C -1.45733 3.84460 -1.67663  0.013
C 3.41505 -0.41745 1.62528  0.001
H 0.94086 2.86609 0.38859  -0.008
H -3.40163 -1.60184 -2.58412  -0.012
C -3.82007 0.41156 0.85603  -0.043
H -3.46880 1.01906 -5.17894  0.012
Si -3.40232 0.87843 -2.74650  0.571
C 6.31628 -4.38511 3.52175  0.000
H -1.29493 -3.07036 -1.23788  0.000
C 4.69934 -3.24151 2.12545  0.000
H -2.14517 -2.16621 3.35159  0.001
H -4.26435 2.98897 -1.66437  -0.001
H -3.97143 0.58175 -0.20547  0.055
H 0.94838 3.63852 -3.82557  0.000
C 0.43443 -0.36178 3.30984  -0.002
H 2.48022 1.25863 1.03736  0.002
H 3.76411 1.56066 2.12099  0.000
H -1.21949 2.37924 0.83855  0.029
H 4.80507 -0.04458 3.02193  0.000
H -0.19415 2.96776 5.70622  0.000
H -5.25519 2.45275 -3.02079  0.020
H -3.35161 1.30056 1.27741  0.003
C 1.29638 -2.44680 -5.05726  0.001
H -4.80587 0.30638 1.32465  -0.002
H 2.12124 2.31389 -0.83216  -0.009
C 1.26064 -0.66888 -2.90554  0.031
C -4.14688 -0.83396 -2.78437  0.072
H -4.55226 -1.02669 -3.78281  0.019
O -1.07197 -0.68395 -2.90010  -0.133
H 7.37154 -3.14360 4.92572  0.000
Si -2.81716 -1.13331 1.16221  0.048
C 0.05276 -1.14025 -3.45851  -0.005
C -0.48115 -2.59432 -0.69746  0.003
H -4.95654 -0.91564 -2.05667  0.001
Si -0.08113 2.57560 -1.88090  0.042
N 4.42241 -0.78767 2.45884  0.000
H -1.19365 4.80782 4.38470  0.000

The following is a DFT calculation (ωB97M-V/def2-TZVPD) of 9 unconnected molecules or ions with the total composition BH20O8.

Summary:
multiplicity	1
DFT total energy	-638.70439	hartree
net charge	-1

Each line ends with the Mulliken charge.
Geometry (Å):
H 36.45479 -42.07265 -14.47789  0.296
H 36.35456 -47.07960 -14.53985  0.324
H 36.00133 -41.27639 -15.42898  0.300
O 40.40385 -41.76647 -15.18103  -0.654
H 37.68027 -45.56548 -14.44044  -1.041
H 39.90580 -42.50764 -15.00269  0.273
O 38.57932 -46.41025 -11.76887  -0.605
O 38.62016 -47.97476 -14.51346  -0.584
H 38.41104 -47.04503 -14.51335  0.398
H 34.63086 -44.73067 -15.75543  0.316
O 39.22547 -44.90192 -17.50410  -0.690
O 36.13802 -41.25577 -14.48205  -0.636
H 39.41037 -46.36901 -12.18215  0.248
H 36.82593 -43.88892 -15.44069  -0.388
H 36.19715 -48.31200 -15.68561  0.302
H 33.65634 -43.92361 -16.33331  0.286
H 36.68901 -44.28210 -13.37839  -0.209
O 35.85228 -47.83862 -14.81224  -0.690
O 40.99531 -43.93771 -11.53078  -0.628
O 33.74433 -44.74139 -15.97082  -0.620
H 38.57466 -43.82057 -13.84821  -0.296
B 37.50483 -44.40185 -14.31194  1.286
H 41.67790 -44.42540 -11.12018  0.292
H 40.44196 -44.63869 -11.95878  0.291
H 39.81238 -44.28466 -17.16239  0.302
H 38.68804 -45.25484 -16.75848  0.301
H 41.22037 -41.83880 -14.65414  0.305
H 38.13737 -48.39567 -15.17524  0.234
H 38.21378 -45.67645 -12.10583  0.287

The following is a DFT calculation (ωB97M-V/def2-TZVPD) of a gas-phase ion, C3H18N12 (charge +2).

Summary:
multiplicity	1
DFT total energy	-781.09283	hartree
SMILES	C/N=[NH+]/NNN(N)CN(N)NN/[NH+]=N/C
net charge	+2

Each line ends with the Mulliken charge.
Geometry (Å):
H -0.73515 -0.32059 2.05536  0.323
N 3.53527 0.45928 -0.46559  -0.129
C -5.82351 -0.28087 -0.28899  -0.722
H 0.43003 -2.43908 -0.91821  0.339
H 0.91579 0.55023 1.94608  0.343
H -0.59492 -2.67843 0.22912  0.273
H -3.87144 -1.04107 -1.33595  0.344
N 1.88655 -0.97533 0.18446  -0.537
H -6.27887 0.43106 -0.99731  0.314
H -1.43010 -0.87189 -0.59252  0.473
H 4.07771 1.33688 -0.70084  0.302
H -0.65232 2.03332 -1.01740  0.321
H 6.60866 -0.41497 -0.11761  0.342
N -2.24421 -0.17902 -0.52908  0.165
H 0.42597 2.78099 0.13177  0.261
N -3.58907 -0.43753 -0.53622  0.371
C 5.80249 0.27416 -0.17282  -0.692
N -4.56294 0.01173 0.14819  -0.455
C 0.04733 0.03780 1.33321  -0.735
N -0.20371 -1.84168 -0.29934  -0.639
N -0.60479 1.06904 0.65443  0.327
H -6.35519 -0.20370 0.70499  0.312
N 4.67865 -0.53429 -0.02747  -0.266
H 6.04777 0.90945 0.66846  0.334
N 2.25814 0.20893 -0.46771  0.481
H -5.93710 -1.34080 -0.52369  0.373
N 0.65065 -1.12873 0.63110  0.242
N -1.88007 0.94992 0.24077  -0.803
H 2.59910 -1.32731 0.77902  0.283
N 0.14786 1.86214 -0.31718  -0.627
H 1.61722 0.95742 -0.47527  0.424
H -2.59981 1.13484 1.05616  0.362
H 5.63403 1.00814 -0.97991  0.296

The following is a DFT calculation (ωB97M-V/def2-TZVPD) of a molecular structure, C19H11BrIN4O3S5Tc.

Summary:
multiplicity	2
DFT total energy	-6118.41008	hartree
<S²>	0.77
net charge	+1

Each line ends with the Mulliken spin population.
Geometry (Å):
C 3.06117 -0.54282 -2.83063  0.001
Tc 0.02329 -0.50823 1.25785  1.080
N 2.03918 -1.08553 7.26173  -0.004
H 4.06012 -0.11783 -2.78371  0.000
N -1.87148 -0.18706 5.14336  -0.004
S 3.67654 -1.86370 2.00978  -0.002
C -0.74803 -0.41946 5.19687  -0.001
H -2.38678 -1.36442 -6.10852  0.000
S 3.06603 -2.27759 -2.27105  -0.001
C 2.85037 -2.11890 0.49478  -0.011
H 2.71449 -0.55603 -3.86070  0.000
C 5.24285 -1.51367 1.33852  -0.001
O -2.83110 -0.22306 -0.06799  -0.016
I 1.85464 2.15192 0.92362  0.068
C -2.10240 3.93134 1.20763  0.000
Br -4.97775 -0.00239 -2.14390  0.000
C -2.84486 2.86333 1.68086  0.004
S 1.17278 -2.49355 0.43161  0.009
C -0.97529 -0.84867 -3.08767  -0.002
H -2.57300 4.87906 0.98434  0.000
C -2.10964 -0.52555 -2.33634  0.006
C 0.65017 -0.70610 5.13165  -0.003
C -3.35515 -0.47859 -2.99338  -0.003
O 0.63201 -0.65641 2.89763  -0.054
H -0.02080 -0.90116 -2.58001  0.000
H -0.18475 -1.39292 -4.99791  0.000
C -2.20581 1.66350 1.93730  0.007
O -0.66516 -0.29951 -0.44689  -0.020
C 1.42121 -0.90307 6.31227  0.001
C -2.30563 -1.11057 -5.06038  0.000
C -0.19632 2.53420 1.25715  0.025
N -0.90095 1.48744 1.69002  -0.043
H -2.74113 0.81571 2.33618  0.002
H 2.36869 0.01740 -2.20546  0.001
N 1.26585 -0.80367 4.00553  0.001
C -3.44206 -0.77483 -4.34600  0.000
C 3.64792 -2.02375 -0.63413  0.019
H -3.90883 2.94209 1.84656  0.000
H -0.10873 4.59535 0.68639  -0.004
C -1.07056 -1.13949 -4.43189  0.000
C -1.93549 -0.32773 -0.87965  -0.062
S 5.29827 -1.58806 -0.39409  0.005
S 6.55437 -1.16543 2.24527  0.003
C -0.73252 3.77844 1.01663  -0.001
H -4.40577 -0.74001 -4.83326  0.000

Table of ΔE to the lowest compared entry with this formula, charge and spin (kcal per mole), in record order: 12.00; 58.17; 73.80; 53.38